{
  "formula": "C15H17NS2V",
  "method": "ωB97M-V/def2-TZVPD",
  "elements": ["C", "C", "C", "H", "C", "H", "H", "H", "C", "H", "H", "C", "H", "H", "C", "H", "H", "C", "H", "H", "V", "H", "S", "C", "N", "C", "C", "C", "C", "C", "C", "S", "H", "H", "H", "H"],
  "coordinates": [[1.8358, 1.4970, -1.5809], [0.0539, -1.2506, -2.8923], [2.9352, 0.7380, -1.5186], [1.9366, 2.5929, -1.6692], [0.8115, -2.0384, -2.1224], [-0.6845, -1.7178, -3.5592], [3.9072, 1.1630, -1.2458], [0.6706, -3.1260, -2.1387], [3.0149, -0.7347, -1.8385], [3.9955, -1.0793, -1.4513], [3.0285, -0.8990, -2.9339], [0.4193, 0.9789, -1.6234], [-0.2886, 1.8441, -1.4816], [0.2236, 0.2944, -0.7875], [0.1241, 0.2418, -2.9634], [0.8600, 0.5314, -3.7290], [-0.8519, 0.5752, -3.3467], [1.8988, -1.6025, -1.1886], [2.4098, -2.5107, -0.8364], [1.5204, -1.0896, -0.2973], [-1.0734, 3.1722, 0.2977], [-1.2762, 4.5657, 0.8728], [-1.4459, 4.2689, 2.4344], [-1.5578, 2.6091, 2.6447], [-1.4921, 1.7224, 1.6039], [-1.7172, 0.3936, 2.0469], [-1.6889, -0.8126, 1.3127], [-1.8655, -2.0251, 2.0105], [-2.0751, -2.0499, 3.3952], [-2.0732, -0.8679, 4.1248], [-1.9095, 0.3274, 3.4408], [-1.8483, 1.9071, 4.1966], [-1.5403, -0.8102, 0.2365], [-1.8363, -2.9734, 1.4669], [-2.2317, -3.0019, 3.9150], [-2.1892, -0.8335, 5.2050]],
  "nbo_charge": [-0.207, -0.187, -0.170, 0.211, -0.188, 0.209, 0.209, 0.206, -0.445, 0.214, 0.223, -0.420, 0.147, 0.229, -0.453, 0.226, 0.220, -0.459, 0.219, 0.221, 0.531, -0.142, 0.015, -0.135, -0.652, 0.206, -0.255, -0.204, -0.227, -0.195, -0.249, 0.417, 0.224, 0.220, 0.220, 0.221],
  "e_lumo_ev": [0.12, -0.08],
  "gap_ev": [6.47, 5.78],
  "de_lowest_kj_mol": 456.1,
  "homo_energy_ev": [-6.344, -5.858],
  "multiplicity": 4
}